Run A
This record from the Open Molecules 2025 dataset describes a cluster of 2 separate species, C4H12NO2 in total. The level of theory is ωB97M-V with the def2-TZVPD basis set.

## Properties
- 2S+1 = 2
- total charge = 0
- gap between HOMO and LUMO (alpha / beta) (eV) = 10.553 / 7.168

Last column: Mulliken charge in e.
Element x y z (Å)
C (0.2451, 0.7254, -0.6545)  -0.651
N (-1.1342, 0.4237, -1.0727)  -0.443
C (-2.1163, 1.0223, -0.0649)  -0.344
O (-1.9503, 0.2803, 1.1764)  -0.414
C (1.3459, -0.1809, -1.2720)  -0.473
C (2.2005, -0.7389, -0.0934)  -1.238
H (0.4090, 0.9271, 0.4219)  0.419
H (0.4333, 1.7621, -0.9624)  0.366
H (-1.3654, -0.5775, -1.1203)  0.298
H (-3.1065, 0.6650, -0.3533)  0.312
H (-1.9014, 2.0502, 0.3680)  0.301
H (1.0931, -1.0541, -1.8345)  0.414
H (1.8261, 0.4460, -1.9476)  0.300
H (2.9177, -0.0457, 0.1317)  0.328
H (2.7485, -1.6135, -0.5368)  0.332
H (1.5848, -1.1275, 0.6512)  0.397
H (-1.3590, -0.6561, 2.9826)  0.306
H (-1.0108, -0.8609, 1.6082)  0.505
O (-0.8604, -1.4472, 2.5724)  -0.716



Run B
This record from the Open Molecules 2025 dataset describes a cluster of 2 separate species, C4H12NO2 in total. The level of theory is ωB97M-V with the def2-TZVPD basis set.

## Properties
- 2S+1 = 2
- total charge = 0
- gap between HOMO and LUMO (alpha / beta) (eV) = 9.678 / 6.616

Last column: Mulliken charge in e.
Element x y z (Å)
C (0.0174, -2.7015, 0.3570)  -0.989
N (-0.2503, -1.4483, -0.3457)  0.030
C (0.7263, -1.1759, -1.4101)  -1.046
C (-0.4371, -0.3597, 0.5759)  -0.626
C (-0.2944, 1.1174, 0.0046)  -0.357
O (-0.1371, 1.9251, 1.0668)  -0.481
H (-0.9494, -3.1384, 0.6307)  0.311
H (0.6969, -2.6801, 1.2229)  0.325
H (0.4341, -3.4158, -0.3601)  0.352
H (1.6098, -0.6527, -1.0178)  0.352
H (0.2553, -0.4603, -2.0868)  0.324
H (0.9955, -2.0632, -1.9787)  0.351
H (-1.4667, -0.3774, 0.9256)  0.298
H (0.1497, -0.3661, 1.4963)  0.377
H (-1.2668, 1.2231, -0.5112)  0.315
H (0.4938, 1.2274, -0.7375)  0.404
H (-0.6872, 5.0108, 0.4426)  0.293
H (0.0538, 3.6847, 0.7893)  0.415
O (0.0561, 4.6506, 0.9359)  -0.649



Stability summary: most stable run B, least stable run A.



Run A
This record from the Open Molecules 2025 dataset describes a cluster of 3 separate species, H6O3 in total. The level of theory is ωB97M-V with the def2-TZVPD basis set.

## Properties
- SMILES string = O.O.O
- 2S+1 = 1
- total charge = 0
- gap between HOMO and LUMO (eV) = 11.081

Last column: Mulliken charge in e.
Element x y z (Å)
O (-5.5812, -5.6360, -20.0326)  -0.650
H (-5.4972, -4.6917, -20.1945)  0.291
H (-5.4986, -5.7339, -19.0598)  0.397
O (-5.8818, -5.6332, -17.2575)  -0.670
H (-6.5747, -5.0017, -17.0361)  0.292
H (-5.5654, -5.9641, -16.4048)  0.353
O (-4.3407, -5.8978, -14.7023)  -0.661
H (-4.0957, -6.1938, -13.8184)  0.313
H (-3.8338, -6.4652, -15.2981)  0.335



Run B
This record from the Open Molecules 2025 dataset describes a cluster of 3 separate species, H6O3 in total. The level of theory is ωB97M-V with the def2-TZVPD basis set.

## Properties
- SMILES string = O.O.O
- 2S+1 = 1
- total charge = 0
- gap between HOMO and LUMO (eV) = 12.073

Last column: Mulliken charge in e.
Element x y z (Å)
O (1.9982, -1.8772, 0.6589)  -0.607
H (1.1236, -1.4820, 0.8691)  0.312
H (2.3886, -1.6750, 1.4517)  0.295
O (-1.5906, 2.3960, 2.7914)  -0.623
H (-2.4885, 2.7603, 2.7194)  0.323
H (-1.5485, 1.8934, 2.0235)  0.300
O (0.1738, -0.8690, -3.2276)  -0.628
H (-0.5661, -1.1314, -3.6701)  0.300
H (0.5096, -0.0151, -3.6163)  0.328



Run C
This record from the Open Molecules 2025 dataset describes a cluster of 3 separate species, H6O3 in total. The level of theory is ωB97M-V with the def2-TZVPD basis set.

## Properties
- SMILES string = O.O.O
- 2S+1 = 1
- total charge = 0
- gap between HOMO and LUMO (eV) = 11.266

Last column: Mulliken charge in e.
Element x y z (Å)
O (23.9030, 51.9190, 27.4980)  -0.682
H (24.0780, 52.6620, 27.9770)  0.306
H (24.0450, 51.1810, 28.1500)  0.341
O (25.1930, 51.0950, 25.2520)  -0.670
H (25.5770, 51.7780, 24.6710)  0.313
H (24.9660, 51.4710, 26.1170)  0.379
O (25.2860, 48.2090, 24.5630)  -0.620
H (24.4480, 48.4290, 24.2580)  0.294
H (25.6020, 49.0850, 24.6310)  0.340



Run D
This record from the Open Molecules 2025 dataset describes a cluster of 3 separate species, H6O3 in total. The level of theory is ωB97M-V with the def2-TZVPD basis set.

## Properties
- SMILES string = O.O.O
- 2S+1 = 1
- total charge = 0
- gap between HOMO and LUMO (eV) = 11.322

Last column: Mulliken charge in e.
Element x y z (Å)
O (-2.3860, 0.4485, 0.7943)  -0.649
H (-1.5512, 0.7686, 0.4526)  0.389
H (-2.4932, 0.9025, 1.6302)  0.327
O (-0.0905, 1.0968, -0.6331)  -0.710
H (-0.3493, 0.8752, -1.5276)  0.309
H (0.7719, 0.6955, -0.5263)  0.330
O (2.0656, -1.2582, -0.2571)  -0.637
H (1.5579, -2.0302, -0.5070)  0.323
H (2.4747, -1.4987, 0.5741)  0.317



Stability summary: most stable run D, least stable run B.



Run A
This record from the Open Molecules 2025 dataset describes a structure of composition C3H11N3O. The level of theory is ωB97M-V with the def2-TZVPD basis set.

## Properties
- 2S+1 = 1
- total charge = 0
- gap between HOMO and LUMO (eV) = 7.647

Last column: Mulliken charge in e.
Element x y z (Å)
C (-1.0956, 0.5272, 1.2420)  -0.889
N (-0.8946, 0.4718, -0.2270)  0.298
N (-1.3805, 1.7017, -0.8164)  -0.797
C (0.5759, 0.0351, -0.6558)  0.004
C (1.6419, 0.3634, 0.1103)  -0.870
H (-0.6096, 2.3659, -0.7836)  0.309
H (-1.5527, 1.5326, -1.8052)  0.286
H (0.6337, 0.0909, -1.7342)  0.297
H (-2.1424, 0.7529, 1.4406)  0.322
H (-0.4568, 1.3057, 1.6495)  0.363
H (-0.8273, -0.4487, 1.6358)  0.312
H (1.6156, 0.3889, 1.1901)  0.259
H (2.6005, 0.5286, -0.3553)  0.235
N (0.7390, -2.6074, 0.0710)  -0.443
O (-0.1053, -1.7248, -0.6095)  -0.515
H (-1.4472, -0.3356, -0.5499)  0.368
H (1.2368, -2.0550, 0.7846)  0.242
H (1.4687, -2.8931, -0.5870)  0.219



Run B
This record from the Open Molecules 2025 dataset describes the molecule C3H11N3O. The level of theory is ωB97M-V with the def2-TZVPD basis set.

## Properties
- SMILES string = C[C@@H](N)C(N)(N)O
- 2S+1 = 1
- total charge = 0
- gap between HOMO and LUMO (eV) = 9.780

Last column: Mulliken charge in e.
Element x y z (Å)
C (0.1855, -1.6378, 0.9229)  -1.551
C (0.1737, -0.7764, -0.3365)  0.179
N (-0.8366, -1.2672, -1.2536)  -0.732
C (-0.0464, 0.7291, 0.0043)  0.534
N (-0.1223, 1.4567, -1.2481)  -0.643
N (0.9942, 1.1637, 0.9258)  -0.643
O (-1.2813, 0.9410, 0.6292)  -0.596
H (-0.8059, -1.6632, 1.3706)  0.377
H (0.4604, -2.6540, 0.6573)  0.367
H (0.8963, -1.2446, 1.6441)  0.380
H (1.1441, -0.8577, -0.8414)  0.436
H (-0.8330, -0.6849, -2.0855)  0.332
H (-1.7501, -1.1475, -0.8236)  0.288
H (0.7985, 1.5992, -1.6442)  0.231
H (-0.5728, 2.3523, -1.1034)  0.255
H (0.9029, 2.1551, 1.1235)  0.205
H (1.9183, 0.9886, 0.5514)  0.218
H (-1.2255, 0.5476, 1.5071)  0.363



Stability summary: most stable run B, least stable run A.



Run A
This record from the Open Molecules 2025 dataset describes a cluster of 2 separate species, C3H11N3O in total. The level of theory is ωB97M-V with the def2-TZVPD basis set.

## Properties
- SMILES string = [H]/N=C(\N)NCC.O
- 2S+1 = 1
- total charge = 0
- gap between HOMO and LUMO (eV) = 9.062

Last column: Mulliken charge in e.
Element x y z (Å)
H (-0.8847, -2.2460, -1.1791)  0.186
N (-1.3133, -1.3909, -0.8250)  -0.771
C (-0.3442, -0.6735, -0.3417)  0.509
N (0.7805, -1.1387, 0.3068)  -0.389
N (-0.3311, 0.6932, -0.6009)  -0.228
C (0.7463, 1.5716, -0.1900)  -0.555
C (2.2136, 1.2837, -0.5919)  -0.993
H (1.2209, -0.7126, 1.0994)  0.217
H (0.9333, -2.1072, 0.0682)  0.196
H (-1.2483, 1.0964, -0.5160)  0.263
H (0.7039, 1.7691, 0.8916)  0.284
H (0.5895, 2.4877, -0.7731)  0.376
H (2.3063, 0.7436, -1.5334)  0.291
H (2.7459, 0.7982, 0.2242)  0.285
H (2.7553, 2.2127, -0.7495)  0.366
O (-3.9197, -1.1917, 1.5818)  -0.660
H (-3.0527, -1.1296, 1.1872)  0.321
H (-3.9013, -2.0661, 1.9413)  0.302



Run B
This record from the Open Molecules 2025 dataset describes a cluster of 2 separate species, C3H11N3O in total. The level of theory is ωB97M-V with the def2-TZVPD basis set.

## Properties
- 2S+1 = 1
- total charge = 0
- gap between HOMO and LUMO (alpha / beta) (eV) = 7.853 / 7.847

Last column: Mulliken charge in e.
Element x y z (Å)
C (0.3236, -0.2787, -0.7001)  -0.129
C (-0.1422, 2.7351, -0.8181)  -0.650
C (-1.0965, -0.2017, 1.1993)  -0.741
N (0.0352, 0.3459, 0.4830)  -0.186
N (1.3320, -1.5296, 0.0582)  -0.312
N (0.9039, -2.8195, 0.2350)  -0.479
O (-0.8265, 1.5216, -0.6964)  -0.434
H (2.0240, -1.1531, 0.6999)  0.243
H (0.4733, -3.2047, -0.5992)  0.243
H (0.3309, -3.0142, 1.0562)  0.200
H (1.0813, 0.1804, -1.3286)  0.268
H (-0.4580, -0.8301, -1.2250)  0.322
H (0.1014, 2.9472, -1.8705)  0.245
H (-0.7395, 3.5749, -0.4372)  0.248
H (0.8171, 2.7719, -0.2744)  0.288
H (-1.9161, -0.5009, 0.5385)  0.312
H (-0.7804, -1.0874, 1.7724)  0.270
H (-1.4636, 0.5429, 1.9073)  0.290



Run C
This record from the Open Molecules 2025 dataset describes a cluster of 3 separate species, C3H11N3O in total. The level of theory is ωB97M-V with the def2-TZVPD basis set.

## Properties
- 2S+1 = 1
- total charge = 0
- gap between HOMO and LUMO (eV) = 8.537

Last column: Mulliken charge in e.
Element x y z (Å)
C (-1.0208, -0.3198, 1.5355)  -0.531
C (-1.4553, 0.5684, -0.2812)  -1.280
N (0.1488, -0.9776, 1.6195)  -0.568
H (0.1716, -1.8693, 1.1390)  0.300
H (0.9350, -0.3533, 1.3322)  0.402
H (-1.9110, -0.9207, 1.6928)  0.436
H (-1.0261, 0.6370, 2.0454)  0.303
H (-2.4539, 0.5585, 0.1674)  0.414
H (-1.1922, 1.6246, -0.2659)  0.320
H (-1.6952, 0.0866, -1.2268)  0.371
C (0.7074, 0.3726, -1.1226)  0.311
N (0.7953, -1.0603, -1.2094)  -0.390
N (1.5069, 0.8518, 0.0083)  -0.511
O (0.5847, 1.0774, -2.1187)  -0.570
H (2.4890, 0.6324, -0.1308)  0.251
H (1.7568, -1.3843, -1.2599)  0.231
H (0.2644, -1.3798, -2.0096)  0.265
H (1.3946, 1.8558, 0.0846)  0.244



Run D
This record from the Open Molecules 2025 dataset describes the molecule C3H11N3O. The level of theory is ωB97M-V with the def2-TZVPD basis set.

## Properties
- SMILES string = CN[C@H](O)C(N)N
- 2S+1 = 1
- total charge = 0
- gap between HOMO and LUMO (eV) = 9.322

Last column: Mulliken charge in e.
Element x y z (Å)
C (-2.2024, -0.3433, -0.8076)  -0.856
N (-1.3162, 0.6249, -0.1830)  -0.595
C (-0.5231, 0.1421, 0.8651)  0.069
O (-0.3182, 1.0626, 1.8783)  -0.522
C (1.1649, -0.3110, 0.2382)  -0.394
N (1.9688, 0.8903, 0.2384)  -0.610
N (1.1811, -0.9857, -1.0351)  -0.542
H (-1.7250, -1.2780, -1.1301)  0.291
H (-2.6592, 0.1174, -1.6827)  0.308
H (-2.9973, -0.6220, -0.1071)  0.363
H (-0.2094, 0.5821, -0.5837)  0.394
H (-0.8448, -0.8135, 1.2968)  0.384
H (-0.8465, 1.8432, 1.6580)  0.288
H (1.4639, -1.0479, 0.9981)  0.477
H (1.7733, 1.4530, 1.0575)  0.236
H (2.9635, 0.6834, 0.2347)  0.220
H (1.9141, -1.6752, -1.1365)  0.239
H (1.2126, -0.3224, -1.7994)  0.252



Stability summary: most stable run A, least stable run B.



Run A
This record from the Open Molecules 2025 dataset describes a cluster of 2 separate species, C2H2N3O in total. The level of theory is ωB97M-V with the def2-TZVPD basis set.

## Properties
- 2S+1 = 1
- total charge = +1
- gap between HOMO and LUMO (alpha / beta) (eV) = 7.430 / 7.438

Last column: Mulliken charge in e.
Element x y z (Å)
C (-1.2355, 1.7882, 1.0422)  0.585
C (-0.9597, 0.6565, 0.3328)  -0.187
N (-1.9749, 2.5027, 1.6302)  -0.403
N (-3.7684, 1.6134, -0.0108)  0.451
N (0.1590, 0.1025, 0.1439)  -0.227
O (-3.7241, 2.3587, 0.7991)  0.121
H (1.1231, 0.5806, 0.3094)  0.316
H (0.1241, -0.8615, -0.3490)  0.344



Run B
This record from the Open Molecules 2025 dataset describes a structure of composition C2H2N3O. The level of theory is ωB97M-V with the def2-TZVPD basis set.

## Properties
- 2S+1 = 1
- total charge = +1
- gap between HOMO and LUMO (eV) = 12.319

Last column: Mulliken charge in e.
Element x y z (Å)
C (-0.2488, -0.9083, 0.4843)  0.107
C (-1.6023, 1.7258, -0.2860)  0.461
N (2.5090, -1.4161, 0.2434)  0.126
N (3.3575, -1.5083, -0.4553)  -0.138
N (-0.6616, -0.0087, -0.1099)  -0.273
O (-1.7554, 2.2321, 0.7210)  -0.081
H (0.0718, -1.8466, 0.7721)  0.414
H (-1.6701, 1.7302, -1.3696)  0.383



Stability summary: most stable run B, least stable run A.



Run A
This record from the Open Molecules 2025 dataset describes a structure of composition C2H2N3O. The level of theory is ωB97M-V with the def2-TZVPD basis set.

## Properties
- 2S+1 = 1
- total charge = +1
- gap between HOMO and LUMO (eV) = 9.760

Last column: Mulliken charge in e.
Element x y z (Å)
C (0.4327, -0.3765, -0.3416)  -0.303
C (-1.4242, -1.0178, 0.1317)  0.619
N (1.2681, -1.2829, -0.0080)  0.502
N (1.9962, -2.1306, 0.0555)  -0.327
N (-0.6657, -0.1120, 0.4977)  -0.099
O (-2.0759, -1.9111, -0.0747)  -0.121
H (0.7550, 0.4404, -1.0206)  0.374
H (-0.7463, 0.8147, 0.9983)  0.355



Run B
This record from the Open Molecules 2025 dataset describes a cluster of 2 separate species, C2H2N3O in total. The level of theory is ωB97M-V with the def2-TZVPD basis set.

## Properties
- 2S+1 = 1
- total charge = +1
- gap between HOMO and LUMO (alpha / beta) (eV) = 10.121 / 4.511

Last column: Mulliken charge in e.
Element x y z (Å)
C (-1.0266, -1.5758, 0.1656)  0.517
C (-1.5800, 0.7543, -0.2870)  0.532
N (-0.7100, -2.6329, 0.4730)  -0.100
N (-1.2631, -0.3698, -0.0956)  0.034
N (1.8846, 0.5110, -0.0527)  -0.401
O (-1.8463, 1.8493, -0.3628)  -0.113
H (2.5428, 0.0115, 0.5098)  0.266
H (1.9986, 1.4523, -0.3502)  0.265



Stability summary: most stable run A, least stable run B.